(1)
Density functional theory data (ωB97M-V with the def2-TZVPD basis set) for a structure of composition C13H15N2O2Pd.

Total charge ... +1
HOMO level ... -11.83 eV
Molecular weight ... 337.695 g/mol
Energy relative to the best compared isomer or geometry (same formula, charge and spin) ... 0.8 kcal/mol

Each line ends with the Mulliken charge.
Element x y z (Å)
Pd1 -0.41 1.76 1.49  0.59
C1 -3.73 3.18 0.22  -1.29
C2 -2.72 2.08 0.17  0.89
O1 -1.58 2.29 -0.33  -0.79
C3 -3.03 0.79 0.66  -0.79
C4 -2.26 -0.31 0.26  1.35
C5 -2.57 -1.72 0.72  -1.44
N1 -1.27 -0.25 -0.57  0.65
N2 -0.29 -0.36 -1.26  -0.90
C6 1.00 -0.23 -0.49  0.71
O2 1.02 0.40 0.54  -0.66
C7 2.12 -0.88 -1.11  0.38
C8 2.01 -1.50 -2.37  -0.15
C9 3.11 -2.12 -2.92  -0.73
C10 4.32 -2.13 -2.24  -0.33
C11 4.44 -1.52 -0.99  -0.65
C12 3.35 -0.89 -0.43  -0.45
H1 -4.04 3.39 -0.80  0.32
H2 -3.26 4.09 0.60  0.32
H3 -4.60 2.93 0.82  0.38
H4 -3.94 0.58 1.19  0.38
H5 -3.64 -1.81 0.87  0.42
H6 -2.07 -1.90 1.67  0.28
H7 -2.24 -2.46 0.00  0.40
H8 1.07 -1.47 -2.90  0.46
H9 3.03 -2.59 -3.89  0.41
H10 5.18 -2.61 -2.68  0.41
H11 5.38 -1.53 -0.47  0.41
H12 3.42 -0.41 0.54  0.40
C13 0.45 1.34 3.20  -0.89
H13 0.32 0.28 3.44  0.26
H14 -0.07 1.97 3.93  0.37
H15 1.50 1.60 3.13  0.26

(2)
Density functional theory data (ωB97M-V with the def2-TZVPD basis set) for a cluster of 3 separate species, C13H15N3 in total.

HOMO level ... -8.15 eV
Molecular weight ... 213.284 g/mol
Energy relative to the best compared isomer or geometry (same formula, charge and spin) ... 50.9 kcal/mol

Each line ends with the Mulliken charge.
Element x y z (Å)
N1 -19.45 -32.38 2.39  0.00
C1 -20.72 -32.29 1.89  -0.72
C2 -21.39 -31.16 2.36  -0.16
C3 -20.50 -30.44 3.21  -0.26
C4 -19.32 -31.22 3.19  -0.59
H1 -18.77 -33.05 2.07  0.22
H2 -21.14 -33.16 1.39  0.34
H3 -22.34 -30.72 2.11  0.41
H4 -20.83 -29.61 3.81  0.40
H5 -18.39 -31.15 3.72  0.37
N2 -24.82 -27.73 3.28  0.02
C5 -24.16 -28.28 4.35  -0.40
C6 -24.17 -27.37 5.40  -0.43
C7 -24.90 -26.21 5.00  -0.51
C8 -25.22 -26.50 3.67  -0.56
H6 -25.08 -28.23 2.45  0.23
H7 -23.62 -29.20 4.25  0.50
H8 -23.71 -27.62 6.34  0.40
H9 -25.13 -25.41 5.68  0.39
H10 -25.82 -25.87 3.04  0.38
N3 -24.56 -34.05 6.01  -0.56
C9 -24.64 -32.68 5.85  -0.13
C10 -25.65 -32.01 5.15  -0.39
C11 -26.48 -32.75 4.35  -0.27
C12 -26.37 -34.12 4.46  -0.27
C13 -25.47 -34.74 5.28  -0.28
H11 -23.86 -32.10 6.31  0.40
H12 -25.56 -30.93 5.10  0.41
H13 -27.25 -32.32 3.71  0.40
H14 -27.15 -34.60 3.90  0.31
H15 -25.34 -35.80 5.45  0.39

(3)
Density functional theory data (ωB97M-V with the def2-TZVPD basis set) for the molecule C13H15N5.

HOMO level ... -7.49 eV
Molecular weight ... 241.298 g/mol
Energy relative to the best compared isomer or geometry (same formula, charge and spin) ... 104.9 kcal/mol

Each line ends with the Mulliken charge.
Element x y z (Å)
N1 -0.11 0.40 -4.37  -0.72
N2 1.84 1.03 -3.10  -0.59
C1 -1.19 -0.36 -4.10  -0.31
C2 2.54 0.79 -2.02  -0.14
C3 0.71 0.28 -3.26  1.00
C4 0.21 -0.67 -2.35  -0.84
C5 -1.97 0.78 4.21  -0.30
C6 -2.41 1.76 3.31  -0.78
C7 -1.37 -0.42 3.88  -0.50
C8 -2.06 1.59 1.98  -0.24
C9 -1.07 -0.60 2.49  -0.17
C10 -1.32 0.43 1.59  0.40
N3 -1.00 -1.00 -2.88  -0.01
N4 2.34 -0.30 -1.10  -0.16
N5 0.49 -0.26 0.00  -0.08
C11 3.38 -0.85 -0.26  -1.23
C12 -0.98 0.13 0.24  -0.67
C13 0.99 -1.02 -1.12  0.20
H1 -2.17 -0.32 -4.48  0.38
H2 3.27 1.55 -1.84  0.39
H3 -2.02 0.71 5.21  0.46
H4 -2.99 2.73 3.68  0.24
H5 -1.00 -1.18 4.63  0.30
H6 -2.13 2.27 1.15  0.38
H7 -0.79 -1.63 2.19  0.29
H8 -1.70 -1.66 -2.51  0.26
H9 1.05 0.53 0.21  0.25
H10 3.07 -1.57 0.45  0.43
H11 4.24 -1.20 -0.84  0.37
H12 3.72 -0.13 0.40  0.42
H13 -1.26 0.99 -0.35  0.35
H14 -1.59 -0.76 -0.09  0.23
H15 1.31 -2.07 -0.97  0.40

(4)
Density functional theory data (ωB97M-V with the def2-TZVPD basis set) for a structure of composition C13H15NPbTe.

Total charge ... -2
HOMO level (alpha / beta) ... 0.87 / 0.07 eV
Molecular weight ... 520.070 g/mol

Each line ends with the Mulliken charge.
Element x y z (Å)
C1 -0.57 1.02 -3.63  -0.85
C2 0.83 1.29 -3.55  -0.59
C3 1.04 2.30 -2.56  -0.39
C4 -0.24 2.66 -2.03  -0.47
C5 -1.23 1.88 -2.71  -0.46
Pb1 0.31 -0.87 -1.32  0.48
N1 -3.67 0.22 -1.07  -0.63
C6 0.21 -2.95 -1.77  -0.76
C7 1.56 -2.68 -2.15  -0.75
H1 2.00 2.74 -2.28  0.37
H2 1.60 0.85 -4.18  0.41
H3 -0.44 3.39 -1.24  0.37
H4 -2.30 1.98 -2.56  0.40
H5 -1.06 0.34 -4.31  0.47
H6 1.85 -2.46 -3.19  0.28
H7 -0.05 -3.59 -0.90  0.29
H8 -3.84 -0.43 -1.95  0.00
H9 2.38 -2.82 -1.43  0.27
H10 -0.61 -2.98 -2.52  0.27
Te1 -1.85 -0.25 0.96  -0.10
C8 -0.56 -0.16 2.68  -0.06
C9 -0.93 0.76 3.70  -0.43
C10 -0.13 0.93 4.84  -0.42
C11 1.04 0.18 4.99  -0.39
C12 1.42 -0.73 4.00  -0.40
C13 0.63 -0.92 2.86  -0.31
H11 -1.86 1.33 3.57  0.27
H12 -0.43 1.64 5.62  0.29
H13 1.66 0.31 5.89  0.31
H14 2.35 -1.30 4.12  0.30
H15 0.90 -1.64 2.09  0.24

(5)
Density functional theory data (ωB97M-V with the def2-TZVPD basis set) for a structure of composition C13H16BBr15.

HOMO level ... -8.91 eV
Molecular weight ... 1381.643 g/mol

Each line ends with the Mulliken charge.
Element x y z (Å)
B1 2.64 -1.41 2.03  0.25
C1 2.57 0.10 1.62  -0.36
C2 1.57 0.34 0.47  -0.95
C3 0.15 -0.05 0.82  1.01
C4 -0.29 -1.33 0.53  -0.20
C5 -1.58 -1.76 0.83  -1.20
C6 -2.45 -0.87 1.44  -0.68
C7 -2.03 0.41 1.71  -0.44
C8 -0.74 0.84 1.42  -0.81
H1 3.01 -2.19 1.20  -0.08
H2 2.30 -1.84 3.09  -0.07
H3 3.57 0.39 1.25  -0.28
H4 2.33 0.73 2.49  0.33
H5 1.89 -0.29 -0.37  0.41
H6 1.59 1.39 0.19  0.31
H7 0.41 -2.01 0.06  0.47
H8 -1.84 -2.78 0.61  0.90
H9 -3.45 -1.20 1.70  0.46
H10 -2.74 1.10 2.17  0.45
H11 -0.45 1.86 1.64  0.46
C9 -3.78 -2.86 -2.86  0.06
Br1 -3.47 -4.07 -4.33  -0.01
Br2 -5.12 -3.53 -1.66  -0.04
Br3 -2.16 -2.40 -1.93  0.15
H12 -4.17 -1.94 -3.29  -0.12
C10 1.64 2.50 -3.13  -0.39
Br4 3.27 2.15 -2.16  0.02
Br5 0.35 1.11 -2.82  0.02
Br6 0.93 4.24 -2.72  -0.01
H13 1.88 2.49 -4.18  0.35
C11 -0.18 1.28 5.67  -0.38
Br7 -0.02 0.08 4.18  0.10
Br8 -1.35 0.59 7.04  -0.04
Br9 1.54 1.77 6.39  -0.05
H14 -0.63 2.19 5.30  0.36
C12 6.51 1.58 1.18  -0.18
Br10 7.64 3.05 1.66  -0.02
Br11 6.35 1.40 -0.73  -0.03
Br12 7.09 -0.07 1.99  0.00
H15 5.52 1.79 1.56  0.19
C13 -5.61 -0.40 -6.03  -0.32
Br13 -5.28 -1.62 -7.48  0.01
Br14 -6.91 -1.09 -4.79  0.00
Br15 -3.98 0.09 -5.14  0.01
H16 -6.02 0.50 -6.47  0.33

(6)
Density functional theory data (ωB97M-V with the def2-TZVPD basis set) for a cluster of 3 separate species, C13H16F16INO2P in total.

Total charge ... +1
HOMO level ... -14.06 eV
Molecular weight ... 680.122 g/mol

Each line ends with the Mulliken charge.
Element x y z (Å)
C1 -1.07 -0.21 4.34  -0.65
C2 0.56 -0.15 4.51  0.66
C3 1.15 -0.34 6.06  -0.86
N1 1.48 0.01 3.51  -0.42
P1 0.89 1.06 2.19  0.20
I1 1.34 3.48 2.54  0.14
H1 -1.32 -0.68 3.28  -0.04
H2 -1.53 0.88 4.41  0.31
H3 -1.49 -0.90 5.20  0.36
H4 0.37 -1.05 6.60  0.29
H5 1.28 0.67 6.64  0.27
H6 2.16 -0.97 5.98  0.32
H7 1.67 0.69 1.00  0.23
H8 -0.49 0.88 1.84  0.17
C4 -2.95 -2.83 -1.79  -0.80
C5 -1.92 -2.49 -0.71  0.96
C6 -2.19 -3.11 0.66  0.09
F1 -3.37 -2.71 1.19  -0.21
F2 -1.23 -2.74 1.55  -0.27
F3 -1.79 -1.14 -0.62  -0.25
F4 -0.70 -2.95 -1.15  -0.34
O1 -3.98 -1.86 -2.01  -0.39
C7 -5.09 -1.94 -1.12  0.73
C8 -5.23 -0.71 -0.22  0.18
F5 -4.11 -0.50 0.52  -0.18
F6 -6.25 -0.85 0.66  -0.26
F7 -5.02 -3.10 -0.43  -0.27
F8 -6.19 -2.05 -1.91  -0.28
H9 -2.40 -2.86 -2.74  0.42
H10 -3.36 -3.84 -1.68  0.35
H11 -2.18 -4.20 0.61  0.30
H12 -5.41 0.19 -0.81  0.25
C9 3.89 2.46 -1.40  -0.73
C10 4.86 1.91 -2.45  0.84
C11 4.80 2.61 -3.81  0.11
F9 3.59 2.51 -4.39  -0.21
F10 5.69 2.05 -4.67  -0.27
F11 4.67 0.57 -2.58  -0.27
F12 6.13 2.06 -1.95  -0.33
O2 2.65 1.76 -1.25  -0.29
C12 1.63 2.12 -2.18  0.63
C13 1.25 0.97 -3.12  0.41
F13 2.32 0.52 -3.82  -0.22
F14 0.33 1.37 -4.04  -0.26
F15 2.00 3.24 -2.83  -0.26
F16 0.55 2.47 -1.42  -0.28
H13 4.38 2.34 -0.42  0.41
H14 3.73 3.54 -1.49  0.34
H15 5.06 3.67 -3.72  0.29
H16 0.83 0.13 -2.57  0.13

Result set for total energy: -24268.9642 -18192.5796 -21171.3655 -27746.8827 -1065051.3447 -80185.1379 eV, one per record in the order listed.
Result set for F_max: 0.24 3.30 4.73 5.88 0.92 4.49 eV/A, one per record in the order listed.